[1]
Molecular formula: C21H24LiN6O2
Method: DFT, ωB97M-V with the def2-TZVPD basis set

```
54
Properties=species:S:1:pos:R:3
Li 1.61735 -1.35317 0.77498
O 0.35809 -2.45111 -0.10795
C 0.18421 -2.92673 -1.26584
C -0.79250 -3.95332 -1.51081
C -1.00691 -4.47975 -2.75703
C -0.27953 -4.04172 -3.88195
C 0.66107 -3.05635 -3.69006
C 0.90920 -2.48397 -2.43342
C 1.92241 -1.44837 -2.35245
N 2.20625 -0.78334 -1.30404
C 3.27308 0.20380 -1.36425
C 3.05204 1.22673 -0.25531
N 2.82722 0.48850 0.97468
C 2.45828 1.12180 2.01632
C 2.14505 0.51536 3.29839
C 1.90641 1.38129 4.37372
C 1.61260 0.92886 5.64015
C 1.53890 -0.46393 5.83397
C 1.74425 -1.34523 4.80476
C 2.04498 -0.91421 3.46844
O 2.20299 -1.75380 2.53043
H -1.35222 -4.29860 -0.64968
H -1.75407 -5.25783 -2.87909
H -0.45151 -4.46993 -4.86029
H 1.24373 -2.69656 -4.53505
H 2.45856 -1.24342 -3.29435
H 4.22766 -0.29595 -1.16923
H 3.34433 0.69261 -2.34561
H 3.93299 1.87634 -0.18173
H 2.19422 1.86783 -0.50049
H 2.35144 2.21936 1.98765
H 1.96198 2.45037 4.18336
H 1.43034 1.61788 6.45410
H 1.30244 -0.85077 6.82071
H 1.66924 -2.41542 4.95775
C -3.20984 3.83943 -1.07548
C -3.59726 2.46797 -1.62150
C -4.74993 1.83748 -0.84442
C -2.40676 1.53574 -1.79088
N -1.73078 1.12731 -0.55943
C -0.70633 0.28255 -0.44872
N -0.38147 0.17000 0.81091
N -1.24241 0.96740 1.48637
N -2.05468 1.55022 0.67251
H -4.09061 4.48359 -1.03164
H -2.47263 4.32382 -1.71987
H -2.79463 3.76505 -0.07088
H -3.93292 2.60997 -2.65613
H -4.47960 1.67381 0.19789
H -5.03895 0.87761 -1.27780
H -5.62151 2.49471 -0.87071
H -1.66073 2.01315 -2.42918
H -2.73677 0.62291 -2.29023
H -0.23674 -0.24994 -1.26162
```

Its HOMO energy is -3.8 eV. Its spin multiplicity is 1. As for the total charge: -1. As for the total energy: -1301.28323 a.u.

---

[2]
Molecular formula: C39H61BN12PPt
Method: DFT, ωB97M-V with the def2-TZVPD basis set

```
115
Properties=species:S:1:pos:R:3
Pt -0.58880 0.32448 0.26158
C -2.03822 4.98257 2.72254
N -1.25722 4.05577 1.89208
C -0.09511 4.37046 1.24550
C 0.32578 3.24239 0.60310
N -0.57601 2.25782 0.87338
C -1.53472 2.76238 1.65370
P -2.96956 1.82396 2.27746
C -1.98084 0.40706 2.87188
N -1.05901 -0.23154 2.14870
C -0.53153 -1.23556 2.90427
C -1.15685 -1.20561 4.11675
N -2.05585 -0.17511 4.08088
C -2.95058 0.20584 5.18223
C -3.42270 1.07022 0.67252
N -2.56292 0.46843 -0.14982
C -3.25210 -0.02435 -1.21920
C -4.56495 0.29913 -1.04047
N -4.65431 0.98631 0.13988
C -5.90926 1.46862 0.73034
H -1.65020 5.98479 2.56899
H -1.93893 4.71661 3.77244
H -3.08285 4.95868 2.42307
H 0.33233 5.35811 1.28825
H 1.18536 3.08155 -0.02469
H 0.24547 -1.88555 2.53954
H -1.03291 -1.82520 4.98891
H -2.73505 -0.43606 6.03075
H -3.98736 0.06738 4.88472
H -2.77275 1.24027 5.46574
H -2.77094 -0.54831 -2.02773
H -5.42846 0.10556 -1.65436
H -6.59941 1.70464 -0.07439
H -5.72051 2.36855 1.30891
H -6.34020 0.69819 1.36637
C 3.14982 2.36504 2.56478
C 2.24620 1.19559 2.98714
C 0.99222 1.71169 3.68282
C 2.18880 0.19009 1.84866
C 3.23739 -0.70883 1.71280
C 3.07295 -1.37244 0.50628
C 3.89332 -2.47750 -0.08558
C 3.23702 -3.81987 0.26536
C 5.33884 -2.42088 0.40032
N 1.95912 -0.89631 -0.05845
N 1.39490 0.06209 0.74616
B 1.44317 -1.04380 -1.50806
N 1.13004 0.37738 -2.01646
N -0.04265 0.98519 -1.62557
C -0.16787 2.13863 -2.35324
C 0.94442 2.22234 -3.17699
C 1.75643 1.12983 -2.92815
C 3.15282 0.95255 -3.46621
C 4.17385 0.85885 -2.32909
C 3.34962 -0.16497 -4.48912
C -1.25485 3.20212 -2.50322
C -0.64158 4.61142 -2.47541
C -2.50486 3.20619 -1.63608
N 0.12520 -1.85971 -1.46009
N -0.69779 -1.62684 -0.37936
C -1.62116 -2.63270 -0.33345
C -1.36099 -3.47073 -1.40177
C -0.26949 -2.97194 -2.09520
C 0.28547 -3.63304 -3.32892
C 1.00598 -2.74513 -4.33393
C 1.14725 -4.84173 -2.94339
C -2.67245 -3.10011 0.66651
C -3.57120 -2.14634 1.44216
C -2.03199 -4.12904 1.61218
H 3.36325 2.99664 3.42709
H 2.67181 2.98477 1.80565
H 4.09732 2.00873 2.16380
H 2.79700 0.64448 3.75316
H 0.41167 2.38290 3.05620
H 1.31185 2.28951 4.55048
H 0.36096 0.90669 4.05283
H 4.05542 -0.82092 2.40417
H 3.88295 -2.36412 -1.17218
H 3.25556 -3.98279 1.34474
H 3.78361 -4.63740 -0.20391
H 2.19891 -3.86388 -0.07218
H 5.40152 -2.58872 1.47683
H 5.80573 -1.46260 0.17085
H 5.92064 -3.20382 -0.08352
H 2.25234 -1.56905 -2.18572
H 1.14383 2.99059 -3.90335
H 3.33269 1.89485 -3.98956
H 4.07275 -0.07991 -1.78125
H 4.07094 1.68610 -1.62402
H 5.18158 0.89267 -2.74153
H 3.40185 -1.13926 -4.01084
H 4.29605 -0.00378 -5.00392
H 2.55983 -0.18168 -5.23984
H -1.59941 3.03896 -3.53000
H -0.33486 4.88490 -1.46546
H -1.39032 5.33207 -2.80224
H 0.21875 4.71952 -3.12913
H -2.27867 3.41414 -0.59045
H -3.07873 2.29053 -1.72322
H -3.14539 4.01552 -1.98681
H -1.90215 -4.37182 -1.64078
H -0.61634 -4.01337 -3.81782
H 2.03631 -2.58213 -4.03767
H 0.51882 -1.77700 -4.47111
H 1.02690 -3.24793 -5.29997
H 2.06801 -4.51471 -2.45649
H 1.42162 -5.39661 -3.83960
H 0.62246 -5.52065 -2.27133
H -3.35067 -3.66373 0.02140
H -3.04545 -1.62220 2.23406
H -4.34335 -2.74628 1.92479
H -4.08071 -1.43585 0.79466
H -1.32919 -3.65878 2.29986
H -1.49808 -4.89844 1.05719
H -2.80648 -4.61574 2.20495
```

Its HOMO energy is -16.4 eV. Its spin multiplicity is 1. As for the total charge: +3. As for the total energy: -2664.59732 a.u.

---

[3]
Molecular formula: C23H35BBr42FS
Method: DFT, ωB97M-V with the def2-TZVPD basis set

```
103
Properties=species:S:1:pos:R:3
C 4.13267 -2.13151 2.83199
C 4.58569 -2.96746 1.62211
C 5.15470 -2.17436 0.43414
C 4.14080 -1.85833 -0.66882
B 2.84929 -0.87727 -0.30240
C 3.21520 0.37880 0.72318
C 2.57844 1.71091 0.32540
F 1.55221 2.11233 1.22178
C 1.57315 -1.80303 0.20714
C 0.46702 -1.04985 0.96168
C -0.84439 -1.82496 1.02101
S -0.75306 -3.35507 1.99974
H 4.60042 -1.14558 2.77726
H 4.42441 -2.59628 3.77282
H 3.05579 -1.95200 2.80659
H 5.39383 -3.61495 1.98621
H 3.78756 -3.63471 1.29122
H 5.94562 -2.80635 0.00250
H 5.66943 -1.27226 0.78054
H 3.76923 -2.80054 -1.09421
H 4.69836 -1.35787 -1.47596
H 2.50403 -0.36262 -1.36966
H 2.85882 0.20393 1.74445
H 4.29256 0.57135 0.78676
H 2.12670 1.66176 -0.66922
H 3.31044 2.52708 0.33649
H 1.10031 -2.22428 -0.69529
H 1.87798 -2.66440 0.81489
H 0.78648 -0.86515 1.99053
H 0.27545 -0.11146 0.43178
H -1.17130 -2.09300 0.01446
H -1.64073 -1.26217 1.51428
H -0.03116 -4.13672 1.19096
C 0.77482 1.05363 -3.97899
Br -0.31809 0.04423 -2.76749
Br 2.57801 0.41375 -3.98740
Br 0.00661 1.11049 -5.75275
H 0.79242 2.07234 -3.61856
C -5.06470 0.42082 -3.17211
Br -4.35604 0.07742 -1.41905
Br -4.25445 1.95652 -4.01499
Br -4.96254 -1.12182 -4.31006
H -6.11373 0.65342 -3.05329
C 4.68489 -3.67883 6.94717
Br 6.17359 -2.89543 6.01909
Br 3.03579 -2.77022 6.56201
Br 4.55601 -5.56924 6.60423
H 4.87521 -3.56069 8.00445
C 8.89685 -3.97812 9.09527
Br 9.38134 -2.30136 8.28708
Br 7.31799 -3.79744 10.18405
Br 8.69639 -5.37379 7.79320
H 9.70528 -4.26473 9.75185
C -3.59072 4.08719 -0.67441
Br -4.70689 5.49994 -1.36479
Br -1.72508 4.46739 -0.91424
Br -4.01286 3.71561 1.16474
H -3.81096 3.19657 -1.24826
C -7.78272 0.84217 -7.19240
Br -8.71350 2.45079 -7.68260
Br -5.88828 1.03454 -7.43653
Br -8.22314 0.32706 -5.39046
H -8.11798 0.05208 -7.84806
C 7.74333 1.25030 8.22402
Br 7.47222 3.13025 8.53679
Br 6.08140 0.29053 8.19800
Br 8.76490 0.94748 6.61975
H 8.32570 0.86886 9.05046
C -0.55627 -7.12594 2.67384
Br -1.73529 -7.87761 3.99780
Br 1.21122 -7.87269 2.79690
Br -1.27964 -7.30360 0.90323
H -0.47572 -6.06694 2.88194
C 3.57435 2.90610 -6.65572
Br 2.65501 4.25746 -7.67564
Br 3.63733 1.22863 -7.57454
Br 5.32646 3.49851 -6.12859
H 3.00542 2.74263 -5.74978
C -8.39646 6.20943 -5.89501
Br -9.85531 5.21372 -5.11823
Br -6.76866 5.19509 -5.92462
Br -8.84379 6.86281 -7.64890
H -8.23182 7.07058 -5.26430
C -2.75913 4.88540 -7.47403
Br -1.06314 4.13136 -7.96285
Br -4.17515 4.27863 -8.62949
Br -3.19289 4.57224 -5.62473
H -2.67469 5.95444 -7.60369
C -11.97074 2.99174 -2.51489
Br -10.47109 1.92953 -3.06797
Br -13.46269 2.76008 -3.71044
Br -12.46607 2.64961 -0.68943
H -11.67094 4.02855 -2.57621
C -13.67641 5.58188 -6.52937
Br -13.42670 7.38480 -5.90884
Br -15.53724 5.09220 -6.54243
Br -12.85608 5.29799 -8.24314
H -13.18046 4.93055 -5.82251
C 11.05425 -6.50025 12.23137
Br 11.62922 -4.83150 11.46141
Br 9.46147 -6.27177 13.28188
Br 10.82621 -7.84739 10.88098
H 11.83844 -6.83193 12.89591
```

Its HOMO energy is -5.0 eV. Its spin multiplicity is 1. As for the total charge: -1. As for the total energy: -109528.75095 a.u.

---

[4]
Molecular formula: C20H33Br22N3O3Si2
Method: DFT, ωB97M-V with the def2-TZVPD basis set

```
83
Properties=species:S:1:pos:R:3
C -4.80008 -0.63550 -3.21259
C -3.85257 -0.19232 -4.03063
C -2.46657 0.43690 -4.62561
C -2.32793 1.95451 -4.08640
C -0.87166 2.35295 -3.51455
Si -0.34387 1.32792 -1.93767
Br -2.28227 0.61415 -0.98450
C 0.46055 2.59486 -0.75635
C 0.97053 1.98508 0.67885
C -0.05232 2.30129 1.89540
C -1.00227 1.09039 2.36469
N -0.65111 -0.26337 1.84046
C -1.75875 -1.24579 2.06888
N -1.46931 -2.47946 2.54052
N -3.19510 -0.93294 1.81013
O 0.70100 0.08601 -2.54133
Si 0.72675 -1.34921 -1.56838
C -0.71156 -2.58514 -1.86979
O -0.83125 -3.08904 -3.23951
C 0.31880 -3.84145 -3.66776
C 1.01494 -5.07012 -2.88992
O 0.80990 -3.52348 -4.81758
H -5.44659 -1.13785 -2.39325
H -2.54249 0.43683 -5.78140
H -1.59757 -0.26363 -4.35175
H -3.15004 2.24612 -3.31769
H -2.52165 2.64794 -5.00649
H -0.77365 3.49582 -3.29862
H -0.09222 2.14409 -4.35919
H 1.28409 3.24154 -1.27597
H -0.37507 3.36390 -0.47396
H 1.32283 0.88729 0.61157
H 1.94937 2.59808 0.91776
H 0.59880 2.60435 2.80923
H -0.72614 3.21226 1.65449
H -0.92850 1.02177 3.53131
H -2.09611 1.39103 2.13717
H 0.23853 -0.63039 2.21737
H -2.33369 -3.04533 2.62318
H -3.44253 -1.23071 0.84780
H -3.83446 -1.46610 2.42604
H 1.97172 -2.06875 -1.93129
H 0.81941 -1.10867 -0.13241
H -0.50246 -3.51375 -1.18992
H -1.75893 -2.21282 -1.55478
H 0.44404 -6.06148 -3.01509
H 2.06400 -5.22701 -3.35561
H 1.15776 -4.80958 -1.76958
C -6.12898 -4.19025 1.59764
Br -4.76702 -3.91798 2.95318
Br -5.63066 -3.38283 -0.09645
Br -6.58325 -6.06618 1.39775
H -7.02895 -3.67884 1.94274
C 3.67460 5.90046 1.66344
Br 3.23527 5.44689 -0.17222
Br 3.06940 7.68438 2.13097
Br 3.02208 4.56472 2.91212
H 4.76276 5.90289 1.73962
C 2.83377 -4.43428 1.03177
Br 4.13265 -3.22875 1.82390
Br 1.42808 -3.47822 0.10270
Br 3.67206 -5.74881 -0.12505
H 2.36394 -4.97992 1.85097
C 6.95221 4.38775 -1.17475
Br 7.06866 4.16706 0.75060
Br 8.01535 5.88888 -1.79427
Br 7.39700 2.75004 -2.11650
H 5.91134 4.61665 -1.40677
C 6.16191 -4.53475 -3.13444
Br 7.32706 -5.04545 -4.60060
Br 6.79920 -2.94191 -2.22606
Br 4.31756 -4.34735 -3.70951
H 6.18845 -5.34791 -2.40809
C -7.61578 -0.90646 4.65894
Br -6.11380 -0.76745 3.43752
Br -9.20683 -1.57695 3.77128
Br -7.17146 -1.95245 6.23253
H -7.84309 0.10374 5.00115
C 2.34096 6.57061 6.27391
Br 3.71483 7.91626 6.53822
Br 2.57651 5.05537 7.46639
Br 0.55708 7.32403 6.40780
H 2.45281 6.19582 5.25427
```

Its HOMO energy is -9.1 eV. Its spin multiplicity is 1. As for the total charge: 0. As for the total energy: -58378.92523 a.u.

---

[5]
Molecular formula: C11H16O3S
Method: DFT, ωB97M-V with the def2-TZVPD basis set

```
31
Properties=species:S:1:pos:R:3
C -3.42842 -1.52970 -0.49736
C -2.23390 -0.84719 0.14428
C -1.11963 -0.38668 -0.86423
O 0.12704 -0.85621 -0.67006
S 0.87896 -0.17675 0.73141
O 0.72345 -0.90934 1.94180
C 2.40529 0.47802 0.54089
C 3.67185 -0.37629 0.71026
C 3.73418 -0.41412 -0.85322
C 2.68394 0.73453 -0.92818
C -0.32730 1.20652 0.83529
C -1.61309 1.10957 1.74402
C -2.60531 0.51330 0.69184
O -2.40838 1.44237 -0.36832
C -1.07896 1.09850 -0.63442
H -3.74548 -0.98914 -1.46113
H -4.31239 -1.50876 0.09992
H -3.08532 -2.58366 -0.92177
H -1.83745 -1.61236 0.88823
H -1.38999 -0.55485 -1.90931
H 4.58348 0.25451 1.04372
H 3.70139 -1.34771 1.32861
H 4.80138 -0.17714 -1.30460
H 3.33931 -1.28165 -1.26913
H 1.89992 0.52451 -1.59622
H 3.17867 1.72420 -0.82220
H 0.34515 1.98240 1.08682
H -1.77859 2.14603 1.91004
H -1.22867 0.57413 2.68476
H -3.55578 0.47874 1.19981
H -0.73808 1.81232 -1.44682
```

Its HOMO energy is -7.7 eV. Its SMILES is C[C@H]1[C@@H]2O[S@@](=O)(=C3CCC3)[C@@H]3C[C@H]1O[C@H]23. Its spin multiplicity is 1. As for the total charge: 0. As for the total energy: -1052.43448 a.u.

---

[6]
Molecular formula: C6H8N
Method: DFT, ωB97M-V with the def2-TZVPD basis set

```
15
Properties=species:S:1:pos:R:3
C 1.53949 1.65692 0.42551
C 0.38852 1.94272 1.08390
C 0.01883 0.20604 0.94096
N -1.08092 -0.40111 0.12011
C -0.29093 -1.28354 -0.78257
C 0.94166 -0.40889 -1.05943
C 1.19605 0.32104 -0.01990
H 2.44464 2.12867 0.32945
H -0.20377 2.50330 1.81195
H 0.07857 -0.10510 1.99687
H -1.46205 0.26927 -0.52474
H -1.90711 -0.62424 0.83710
H -1.01954 -1.58096 -1.53204
H -0.05024 -2.25680 -0.25890
H 1.38207 -0.55904 -2.09147
```

Its HOMO energy is -13.6 eV. Its SMILES is C1=C[C@H]2[NH2+]CC=C12. Its spin multiplicity is 1. As for the total charge: +1. As for the total energy: -287.77073 a.u.

---

[7]
Molecular formula: C27H28N2SiZn
Method: DFT, ωB97M-V with the def2-TZVPD basis set

```
59
Properties=species:S:1:pos:R:3
C 0.46756 -0.89756 2.06176
C -0.63914 -1.59969 1.51835
C -0.20610 -2.25829 0.34859
H -1.63673 -1.62373 1.92559
C 1.16194 -1.96443 0.15678
C 1.57704 -1.12031 1.21925
H 2.56862 -0.72275 1.36191
H 0.46128 -0.30009 2.95862
H -0.82250 -2.84625 -0.30992
H 1.77573 -2.31133 -0.65785
Zn 0.00000 0.00000 0.00000
C -1.02346 -0.18432 -1.88621
H -0.47395 -0.88451 -2.52518
H -1.19199 0.71440 -2.49084
H -2.01275 -0.62585 -1.72110
Si -3.52205 -0.16647 -5.42713
C -5.20007 -0.20775 -4.59888
C -5.47370 -1.13076 -3.58559
H -4.71726 -1.84876 -3.29250
C -6.70808 -1.15305 -2.95467
H -6.90202 -1.87590 -2.17305
C -7.69546 -0.25084 -3.32721
H -8.65993 -0.26859 -2.83650
C -7.44368 0.67012 -4.33370
H -8.21196 1.37176 -4.63164
C -6.20693 0.68885 -4.96314
H -6.02737 1.40861 -5.75293
C -2.90180 -1.90213 -5.75291
C -3.76333 -2.88860 -6.24119
H -4.80805 -2.65596 -6.40968
C -3.30539 -4.17095 -6.50192
H -3.98751 -4.92197 -6.87876
C -1.97336 -4.49230 -6.27732
H -1.61532 -5.49350 -6.47910
C -1.10419 -3.52755 -5.78920
H -0.06636 -3.77484 -5.60721
C -1.56673 -2.24525 -5.52891
H -0.87832 -1.50425 -5.14055
H -2.50944 0.52403 -4.58253
H -3.65829 0.61363 -6.68740
N 1.64401 0.74140 -0.79178
C 2.05258 1.82284 0.01417
C 3.30799 2.42969 -0.11706
C 3.62640 3.53348 0.68458
C 2.68685 4.03966 1.59753
C 1.42866 3.42398 1.72154
C 0.44707 3.88583 2.60709
C -0.78590 3.22070 2.68482
C -1.01453 2.08150 1.89680
N -0.04057 1.64048 1.05722
C 1.13856 2.29768 0.93692
H 1.30598 1.06941 -1.70707
H 2.40141 0.10495 -1.08232
H 4.02643 2.05491 -0.83598
H 4.59681 4.00364 0.58842
H 2.94445 4.90096 2.20148
H 0.63299 4.75180 3.23150
H -1.54594 3.57086 3.37058
H -1.94331 1.53509 1.98369
```

Its HOMO energy is -6.5 eV. Its spin multiplicity is 1. As for the total charge: 0. As for the total energy: -3223.90890 a.u.